Entry 1:
DFT (wB97M-V/def2-TZVPD) results for 2 unconnected molecules or ions with the total composition C4H12NO2 at a distorted geometry.

Each line ends with the Mulliken charge.
Positions of all 19 atoms, in Å:
C (-0.754077, -1.276459, -1.050838)  -1.44
C (-0.295279, -0.225766, -0.023331)  0.26
C (-1.420412, 0.628540, 0.613424)  -0.71
C (-2.184548, -0.145916, 1.633214)  -0.07
O (-2.083235, -1.399488, 1.578222)  -0.49
N (0.785290, 0.697362, -0.727576)  -0.36
H (-0.013776, -1.429834, -1.790238)  0.44
H (-1.655234, -0.909510, -1.588387)  0.39
H (-1.263398, -2.044153, -0.424611)  0.41
H (0.199132, -0.550470, 0.873318)  0.34
H (-2.231861, 1.185946, 0.116997)  0.39
H (-0.894141, 1.296716, 1.306555)  0.32
H (-2.916280, 0.335427, 2.246601)  0.43
H (1.807939, 0.300818, -0.766855)  0.41
H (0.888077, 1.547550, -0.156688)  0.36
H (0.431855, 0.887106, -1.661944)  0.37
H (4.123438, -0.249146, -0.498651)  0.34
H (4.027251, 1.029873, 0.366839)  0.33
O (3.449259, 0.321404, -0.046053)  -0.69

Forces on atoms 1 to 6 (eV/Å):
-2.3372 1.2104 1.7765
-0.5692 1.0412 -1.1043
0.5368 0.9072 1.3369
0.5446 -5.6474 -2.0752
-0.5374 3.4809 1.1484
0.3626 -0.8944 1.0169

Calculated values
Calculated total energy = -364.55831 a.u.
Frontier orbital gap = 0.380 Ha
Charge = +1
LUMO = -0.122 hartree

Entry 2:
DFT (wB97M-V/def2-TZVPD) results for C7H9N in the gas phase at a distorted geometry.

Each line ends with the Mulliken charge.
Positions of all 17 atoms, in Å:
C (0.923034, 2.244085, -0.166282)  -0.80
C (0.789215, 0.884237, -0.003828)  0.46
C (1.848907, -0.128929, 0.211838)  -0.57
C (1.358370, -1.395267, -0.163657)  -0.60
C (-0.154255, -1.430185, -0.297373)  -0.74
C (-0.662189, 0.046449, -0.171884)  0.50
C (-1.888351, -0.034629, 0.705841)  -0.50
H (2.040075, 2.512989, -0.161445)  0.25
H (0.054366, 2.910345, 0.021047)  0.31
H (2.837160, 0.151798, 0.643353)  0.35
H (1.919952, -2.240277, -0.114137)  0.50
H (-0.154369, -2.107044, -1.362942)  0.19
H (-0.670137, -1.996041, 0.454602)  0.31
H (-2.391116, -1.080535, 0.886862)  0.29
H (-1.907893, 0.615880, 1.675724)  0.24
H (-2.148218, 0.321784, -1.538910)  0.30
N (-1.794558, 0.725332, -0.618813)  -0.49

Forces on atoms 1 to 6 (eV/Å):
1.2439 -2.4568 1.3931
-2.3949 0.5688 0.1589
-1.4651 -1.9362 -1.3825
-0.6759 5.5705 2.7431
1.5140 -1.2847 -4.6262
3.9325 -0.5941 1.8851

Calculated values
Calculated total energy = -326.70697 a.u.
Frontier orbital gap = 0.333 Ha
SMILES = C=C1C=CC[C@@]12CN2
LUMO = 0.033 hartree

Entry 3:
DFT (wB97M-V/def2-TZVPD) results for C3H4F2O in the gas phase at a distorted geometry.

Each line ends with the Mulliken charge.
Positions of all 10 atoms, in Å:
C (0.085156, 0.633859, 0.105815)  -0.20
C (-1.324382, 0.056261, -0.045069)  0.82
C (1.254192, -0.310129, -0.052881)  -0.96
O (-0.797495, 0.779022, -0.991471)  -0.43
F (-1.515784, -1.233269, -0.200496)  -0.25
F (-2.350907, 0.563709, 0.637320)  -0.25
H (0.061945, 1.253994, 0.937924)  0.42
H (0.846051, -1.328067, -0.373779)  0.28
H (1.705521, -0.446514, 0.849511)  0.33
H (2.035701, 0.031135, -0.866875)  0.23

Forces on atoms 1 to 6 (eV/Å):
-1.0892 -3.8731 0.6202
2.3363 0.0339 2.4065
-0.8672 -0.2945 -4.4771
-0.3926 1.9937 -2.8468
-0.4817 -1.0038 -0.6980
-0.4411 0.2258 -0.0635

Calculated values
Calculated total energy = -391.61950 a.u.
Frontier orbital gap = 0.418 Ha
SMILES = C[C@H]1OC1(F)F
LUMO = 0.038 hartree

Entry 4:
DFT (wB97M-V/def2-TZVPD) results for a molecular structure, C16H17IN2O4Ti.

Each line ends with the Mulliken charge.
Positions of all 41 atoms, in Å:
Ti (0.019367, 0.531891, -0.004844)  -0.07
O (3.290737, -0.323429, 2.351747)  -0.56
C (2.099749, -0.360960, 1.712071)  0.73
O (1.789381, 0.605349, 0.892297)  -0.58
C (1.167388, -1.345602, 1.872380)  0.06
C (1.148935, -2.527960, 2.681351)  -0.98
C (0.104757, -3.381659, 2.602757)  -0.43
C (-0.985283, -3.109957, 1.689076)  -0.59
C (-0.961912, -1.974992, 0.969170)  0.16
N (0.065151, -1.059571, 1.055028)  0.61
C (-1.964322, -1.519268, -0.048465)  0.44
O (-2.958589, -2.115857, -0.361490)  -0.66
O (-1.570655, -0.351008, -0.575002)  -0.42
H (3.707902, 0.511943, 2.116869)  0.34
H (1.983205, -2.713291, 3.344762)  0.48
H (0.079848, -4.274393, 3.211867)  0.43
H (-1.814246, -3.792936, 1.567547)  0.54
I (1.467506, 2.681012, -2.284192)  0.05
C (1.759736, 0.654531, -2.676134)  0.38
C (2.506420, 0.217972, -3.754053)  -0.63
C (2.632524, -1.150274, -3.933647)  -0.10
C (2.019177, -2.014621, -3.039690)  -0.97
C (1.298690, -1.482637, -1.988741)  -0.05
N (1.168133, -0.160229, -1.811932)  0.23
H (2.966397, 0.926378, -4.426404)  0.39
H (3.206225, -1.535077, -4.766275)  0.39
H (2.097114, -3.086468, -3.147871)  0.42
H (0.808944, -2.110242, -1.255486)  0.36
C (-3.126557, 2.017974, 1.300397)  -1.42
C (-1.971645, 2.880078, 0.797016)  0.80
C (-2.153989, 3.198030, -0.685759)  -1.27
C (-0.613914, 2.229336, 1.086151)  -1.16
H (-4.083011, 2.527503, 1.163765)  0.45
H (-3.012128, 1.795395, 2.363210)  0.36
H (-3.173000, 1.071882, 0.757911)  0.16
H (-2.019055, 3.832888, 1.340641)  0.37
H (-2.146568, 2.280598, -1.285492)  0.20
H (-1.361932, 3.854932, -1.052993)  0.23
H (-3.109312, 3.694276, -0.869986)  0.43
H (-0.564528, 1.924721, 2.139421)  0.37
H (0.203364, 2.953742, 0.953021)  0.51

Forces on atoms 1 to 6 (eV/Å):
0.0790 -0.1676 0.0327
-0.0036 -0.0752 -0.0082
-0.0588 -0.0548 0.0624
-0.0736 0.0258 -0.0527
0.0778 0.0357 0.0024
-0.0239 0.0062 -0.0079

Calculated values
Calculated total energy = -2177.60400 a.u.
Frontier orbital gap (spin up / spin down) = 0.203 / 0.203 Ha
LUMO (spin up / spin down) = -0.020 / -0.020 hartree

Entry 5:
DFT (wB97M-V/def2-TZVPD) results for C4H6N2O6 in the gas phase at a distorted geometry.

Each line ends with the Mulliken charge.
Positions of all 18 atoms, in Å:
C (0.999965, 0.114788, -0.030852)  0.69
C (2.236410, -0.897318, -0.256908)  -0.86
C (-2.075552, 0.952391, 0.303013)  -1.34
C (-1.109569, 0.952598, -0.879894)  0.95
N (-1.772451, 0.500050, -2.146710)  0.94
N (-0.598856, 2.338723, -1.255254)  0.88
O (0.951842, 0.982864, 0.784243)  -0.53
O (-2.709205, -0.207622, -2.019090)  -0.60
O (-1.248509, 0.893093, -3.156172)  -0.56
O (-1.449948, 3.209959, -1.143113)  -0.60
O (0.473901, 2.421757, -1.759377)  -0.51
O (0.120580, -0.196247, -0.910066)  -0.38
H (1.780384, -1.535791, -1.051083)  0.27
H (2.375496, -1.459771, 0.723921)  0.28
H (3.141772, -0.292027, -0.573381)  0.28
H (-1.722146, 0.525771, 1.212395)  0.33
H (-2.422006, 1.959561, 0.564304)  0.35
H (-2.936475, 0.320937, 0.106418)  0.41

Forces on atoms 1 to 6 (eV/Å):
4.4802 -1.3852 1.2319
-1.6234 0.7933 0.6218
-0.1822 -0.0260 -0.0175
1.3110 -1.8508 1.1666
1.1580 0.8474 -0.1969
-0.6391 0.1036 -0.0638

Calculated values
Calculated total energy = -716.72700 a.u.
Frontier orbital gap = 0.364 Ha
SMILES = CC(=O)OC(C)([N+](=O)[O-])[N+](=O)[O-]
LUMO = -0.036 hartree

Q: Which value of calculated total energy does entry 2 give?
A: -326.70697 a.u.

Q: The highest calculated total energy belongs to which entry?
A: C7H9N